(a)
# C48H26F9N6O7SY

A molecular structure, C48H26F9N6O7SY (the ωB97M-V functional and the def2-TZVPD basis, the OMol25 dataset).

```
! RIJCOSX wB97M-V def2-TZVPD def2/J DEFGRID3
* xyz -2 1
H 6.5277 -2.1175 1.6641
C 4.3267 0.4782 -3.3217
C 5.6266 -2.0721 -2.0858
C -1.7098 2.5646 -1.6437
H -3.3293 -5.4573 -4.5054
C 4.1300 1.2784 -4.4287
H -7.0301 -0.3278 2.1928
C 7.1814 -2.5838 -0.3272
C -2.2916 -4.0615 -3.2433
Y -0.2990 -1.1159 1.4669
C -3.2128 -5.6786 -1.1202
O -7.9583 1.1409 3.8500
H -1.9435 -3.4380 -4.0577
C 6.8440 -2.5827 -1.6746
H -0.9167 3.1786 -2.0674
O -6.5615 2.3496 4.9546
F 0.7969 -2.9146 4.7332
C 2.7159 4.1051 2.7005
H -4.2523 2.0991 4.3392
H -2.7927 -0.3874 -2.7521
C -5.7368 0.9322 3.3585
C 3.4102 1.8633 4.6810
H 2.7140 2.0285 -5.8550
O -0.6136 -1.7946 -1.9421
C 2.0306 0.4593 3.3387
H 5.3030 0.4325 -2.8600
H 7.5329 -2.9823 -2.4079
H -2.0120 2.1023 3.9050
C 2.5039 5.0615 1.7273
C 3.4210 -1.0185 -1.5524
N 1.5241 -0.5599 3.0965
H -4.6512 1.1307 -2.5535
H 4.9620 1.8333 -4.8426
F 3.2332 4.5147 3.8718
N 2.1172 8.2970 -0.3648
N 4.0917 1.9419 5.6143
C -0.1468 -3.2687 3.8449
C -3.0727 -5.1898 -3.4871
O -1.9639 -4.4645 1.4751
H 5.3555 -2.0928 -3.1334
F -2.3653 -2.5787 3.5237
C -6.0023 -0.0463 2.3720
C 2.6115 1.7091 3.5311
H -3.0401 -0.4779 -0.9893
H -3.5714 -6.2851 -0.2979
C -4.9826 -0.6084 1.6761
C -2.9832 2.5401 -2.4660
C -3.7958 1.3689 -1.9180
C 1.9742 -0.0725 -3.3072
H -5.1653 -1.3639 0.9215
C 2.8641 1.3954 -4.9903
H 8.1469 -2.9573 -0.0111
C 5.0462 -1.6220 0.2099
F -1.0185 -1.2324 4.5592
C 2.3730 -1.2250 -0.7029
C -3.6032 -0.2626 1.9173
C -3.5284 -5.9859 -2.4428
H -1.8897 2.8630 -0.6098
F 0.5410 -3.6751 2.7254
F 1.1599 2.9897 -0.8777
C 1.6498 3.4238 0.3033
C -4.4337 1.3306 3.5979
H -3.5214 3.4867 -2.4023
C 1.9473 4.7833 0.4675
N -1.1186 -2.8554 0.0372
C 1.8539 2.4793 1.2774
C -2.0424 1.2701 3.1779
F -0.7392 -4.3709 4.3367
H 1.1370 -0.5910 -2.8567
C 1.7913 0.7202 -4.4218
C 1.9485 7.1507 -0.4083
C 2.4034 2.7510 2.5325
H -2.7387 2.3639 -3.5189
C 1.5653 -1.4511 0.2117
C -2.4284 -4.5701 -0.8912
C 1.0953 5.4609 -1.7926
C -3.3713 0.7717 2.9058
O -0.9935 0.8949 2.6836
H 0.8010 0.8285 -4.8453
O -2.6879 -0.8180 1.2685
C -1.0652 -2.0989 3.4589
C -1.9807 -3.7747 -1.9318
O -0.8483 0.6354 -0.0726
F 1.5241 1.2145 0.9582
C 3.2512 -0.2212 -2.7487
H 4.3306 -1.2595 0.9382
N 0.5961 5.2632 -2.8224
C -1.1654 -2.6803 -1.3025
C -1.8421 -3.9883 0.3726
H -4.1753 1.6178 -0.9241
N -6.8107 1.5075 4.0968
C 6.2748 -2.1090 0.6122
C 1.6919 5.7713 -0.5531
C 4.7160 -1.5681 -1.1498
S -1.1267 0.8194 -1.5326
C -2.8385 0.1884 -1.8273
F 2.8532 6.3273 2.0190
H -4.1277 -6.8605 -2.6646
*
```



(b)
# C48H26F9N6O7SY

A molecular structure, C48H26F9N6O7SY (the ωB97M-V functional and the def2-TZVPD basis, the OMol25 dataset).

```
! RIJCOSX wB97M-V def2-TZVPD def2/J DEFGRID3
* xyz -2 1
C -3.1453 4.7323 -2.1503
C 1.2027 3.6856 0.3635
C -2.1128 -0.3117 -5.5871
C 0.5371 5.7117 -1.7023
C -4.4424 -1.7806 1.4101
C 1.9062 -3.3506 -3.5175
N 2.4770 2.1882 6.0309
C 1.9771 2.0721 4.9940
H -2.0281 3.3430 -3.3463
C 1.1918 4.3133 2.9999
C 0.0904 1.0249 -5.8468
O -4.8127 6.8242 -1.6426
C -2.3033 3.2400 0.0502
N 0.2737 -0.2899 3.0769
C -1.9178 2.5233 1.2626
H -4.5028 -2.4446 -4.4114
C 1.3427 2.9608 2.7039
F 3.3204 -0.6003 -0.2829
C -2.4120 -0.4637 -6.9572
C 1.8813 0.6313 -7.4618
H -6.4441 -1.1388 1.8521
C 0.7845 0.6982 3.4472
C 2.0099 -1.9646 1.1322
N 0.3523 5.4807 -2.8231
H -3.4672 5.3388 -2.9830
O -1.1615 -2.7862 0.7884
C 1.3639 1.9086 3.7309
O -4.6932 6.5446 0.4799
N -2.3603 -0.8724 0.8504
C -0.9854 1.1347 -2.5580
F 1.4784 1.4414 0.8623
C -3.9609 -4.1472 1.4555
C -2.2501 -2.2147 0.9380
C -5.7673 -1.9754 1.7397
H 0.3420 2.8540 -4.7332
C -4.1805 -2.0465 -6.4998
C 1.4977 -0.9698 -3.5909
N -4.4273 6.2236 -0.6612
O -4.1006 0.6101 1.2300
C -3.1272 4.3476 0.2359
O -1.0838 1.6452 1.3348
C -6.1847 -3.2924 1.9189
C -1.0883 0.5977 -5.0909
C -3.4155 -1.3111 -7.3969
C 0.7594 6.0471 -0.3474
C 1.0040 5.0439 0.6570
H 2.9702 -1.8997 -2.3250
F 2.1817 -2.5742 2.3655
C 0.6919 0.2496 -6.8573
C 3.3521 -1.2770 0.8885
H 2.5279 -4.1866 -3.1947
C 1.0431 5.2950 2.0397
H 0.2499 -0.6956 -7.1428
C 2.5294 1.8041 -7.0966
H 1.6797 0.0388 -3.2235
C 0.7641 2.2132 -5.4989
C -2.3471 3.6236 -2.3559
H 1.2067 -0.9000 -4.6450
C 0.6795 7.4257 -0.0480
H -5.6607 -5.3676 1.9310
F 1.1251 4.6919 4.2805
H -3.6088 -1.3815 -8.4623
C -2.9155 -1.0542 -4.6970
O 0.3399 -1.1141 -1.2470
C -1.1508 1.0104 -3.7741
O -1.1483 1.7655 -1.3755
F 2.0385 -3.0378 0.2169
H -3.2627 -4.9677 1.3555
F 0.8731 6.5434 2.4909
H 0.8066 -3.4835 -1.6316
H -2.7389 -0.9497 -3.6323
H 2.4164 3.5178 -5.7949
N 0.6242 8.5682 0.1370
C -3.5659 -2.8395 1.2701
H -0.1880 -3.9111 -3.0469
F 3.6205 -0.3841 1.8526
F 4.4054 -2.1172 0.8080
C -1.9314 2.8753 -1.2591
H -3.4449 4.6327 1.2284
H -7.2177 -3.4962 2.1731
Y -0.0076 -0.5430 0.8489
C -3.6592 -0.5097 1.1639
F 1.2192 3.2608 -0.9067
H -1.8685 0.1228 -7.6847
H 3.4236 -1.8583 -4.0333
H -4.9681 -2.7044 -6.8465
C -5.2993 -4.3577 1.7807
H 1.6607 -3.5039 -4.5726
C 1.3742 2.7307 1.3348
C 2.5916 -1.9996 -3.3423
S 0.0546 -1.5488 -2.6898
C 0.6229 -3.2801 -2.6859
H 2.3089 -0.0128 -8.2233
H -2.4056 2.8868 2.1782
C -3.9173 -1.8967 -5.1422
C -3.5335 5.0685 -0.8634
H 3.4569 2.0992 -7.5721
C 1.9494 2.5893 -6.1044
*
```



Going by the energies, (b) is most stable and the next is 2.4 kcal/mol up.



(a)
# H5NO

2 unconnected molecules or ions with the total composition H5NO (the ωB97M-V functional and the def2-TZVPD basis, the OMol25 dataset).

```
! RIJCOSX wB97M-V def2-TZVPD def2/J DEFGRID3
* xyz 0 1
O 3.2677 -0.4967 -2.5886
H -0.3461 0.9422 0.2078
H 2.6108 -0.3815 -1.8651
H 2.7503 -0.8744 -3.3355
H 0.5121 -0.3188 0.8287
H -0.8218 -0.6054 -0.0936
N 0.0000 0.0000 0.0000
*
```



(b)
# H5NO

2 unconnected molecules or ions with the total composition H5NO (the ωB97M-V functional and the def2-TZVPD basis, the OMol25 dataset).

```
! RIJCOSX wB97M-V def2-TZVPD def2/J DEFGRID3
* xyz 0 1
H -0.0272 3.8876 2.9058
H -0.3334 0.9391 -0.2400
H -0.3567 2.5991 2.0959
H -0.8021 -0.6322 -0.0871
N 0.0000 0.0000 0.0000
O 0.3739 3.0523 2.5746
H 0.2575 0.0197 0.9919
*
```



Going by the energies, (a) is most stable and the next is 2.2 kcal/mol up.



(a)
# C5H11N

2 unconnected molecules or ions with the total composition C5H11N (the ωB97M-V functional and the def2-TZVPD basis, the OMol25 dataset).

Its expectation value of S² is 0.7673.

```
! RIJCOSX wB97M-V def2-TZVPD def2/J DEFGRID3
* xyz 1 2
H -4.2580 -1.1687 3.8591
C 1.7719 1.1438 -3.6398
H 0.7398 1.0271 -3.9571
H -3.8234 -0.1532 1.5913
H 4.3264 0.2945 -2.5247
C -2.3281 -0.8009 3.0090
H 3.4070 1.2739 -1.2571
H 3.5738 -0.6800 -1.3474
H -2.8990 -1.6088 4.9473
H 1.3947 -0.3550 -2.3053
C 3.3496 0.2645 -1.8406
C 2.1456 0.2820 -2.6773
H 2.3801 2.0601 -3.9906
H -1.2179 -0.5710 3.1189
N -2.8640 -0.3065 1.7811
C -3.1711 -1.2381 3.8968
H -2.5274 0.5363 1.3365
*
```



(b)
# C5H11N

A gas-phase ion, C5H11N (charge +1) (the ωB97M-V functional and the def2-TZVPD basis, the OMol25 dataset).

Its expectation value of S² is 0.7691.

```
! RIJCOSX wB97M-V def2-TZVPD def2/J DEFGRID3
* xyz 1 2
H 1.3381 2.6037 1.2175
C -0.1686 -0.3156 -0.8752
C -0.9945 -1.0144 -0.0628
H 1.6964 -0.1064 -1.5449
H -2.8436 0.0324 -0.3628
H -0.0332 1.8867 0.3894
N 1.1909 -0.1512 -0.6635
H -2.7182 -1.5807 -1.1059
H 0.4277 1.4052 2.0632
H -0.5410 -1.4187 0.8393
H -3.0093 -1.4830 0.5724
C 0.7822 1.6814 1.0734
H 2.7063 0.7631 0.4053
H 1.6450 -0.2361 1.3390
C 1.6533 0.5222 0.5404
H -0.4460 0.0293 -1.8713
C -2.4657 -0.9771 -0.2216
*
```



Going by the energies, (b) is most stable and the next is 59.6 kcal/mol up.



(a)
# C5H11N

A gas-phase ion, C5H11N (charge +1) (the ωB97M-V functional and the def2-TZVPD basis, the OMol25 dataset).

Its expectation value of S² is 0.7532.

```
! RIJCOSX wB97M-V def2-TZVPD def2/J DEFGRID3
* xyz 1 2
C 0.3874 -0.4591 -1.0022
C -1.0980 -0.8162 -0.9675
H 0.1266 1.7179 -0.9687
H 0.8040 -0.2837 -2.0158
H -1.5526 -0.2547 -0.1416
H 1.0049 2.9345 1.9092
H 1.6428 0.2070 1.2383
C 0.9749 1.0069 0.9140
H 1.0620 -1.2183 -0.5979
N -1.1935 -2.2636 -0.5734
H -1.5876 -0.7332 -1.9726
H 0.9242 1.4132 2.9359
C 0.5937 0.9097 -0.4088
H -0.4586 1.9257 2.1382
H -1.9522 -2.7472 -1.0237
C 0.6093 1.9199 2.0012
H -0.2936 -2.6939 -0.7126
*
```



(b)
# C5H11N

2 unconnected molecules or ions with the total composition C5H11N (the ωB97M-V functional and the def2-TZVPD basis, the OMol25 dataset).

Its expectation value of S² is 0.7610.

```
! RIJCOSX wB97M-V def2-TZVPD def2/J DEFGRID3
* xyz 1 2
N -2.3383 2.6696 0.7508
H -0.1582 -2.8844 0.2924
H -2.6352 2.3256 1.6542
C -0.1469 1.6754 1.0268
H 0.8051 1.8348 0.5417
C 0.6024 -2.1126 0.4285
H 2.4225 -2.8025 -0.5443
H 1.8504 -2.0764 -2.8108
H -0.0425 -1.2204 0.3770
H -0.2992 0.9317 1.7857
C 1.5639 -2.1552 -0.7114
H -2.9212 3.2128 0.1283
H 0.7009 -0.8430 -2.1501
C 1.4059 -1.6401 -1.9248
H 1.1338 -2.2075 1.3721
C -1.1317 2.4279 0.3618
H -0.8117 2.8644 -0.5779
*
```



(c)
# C5H11N

2 unconnected molecules or ions with the total composition C5H11N (the ωB97M-V functional and the def2-TZVPD basis, the OMol25 dataset).

Its expectation value of S² is 0.7698.

```
! RIJCOSX wB97M-V def2-TZVPD def2/J DEFGRID3
* xyz 1 2
H -0.0809 -0.0355 2.9824
N -1.9823 -0.2234 3.3566
H 1.9041 -2.2105 -1.8643
H 0.8521 -0.5267 -4.1659
H 0.1791 0.9175 -2.3208
H -2.8829 -0.5144 3.2557
C -1.0309 1.6441 1.9504
H -1.7294 2.5181 1.8341
H 1.4962 0.0630 -1.1478
C 1.6379 -1.8309 -2.9426
H 1.4884 -2.6619 -3.7245
C -1.0596 0.5176 2.7069
C 1.3000 -0.5767 -3.1674
H -0.1049 1.9954 1.5229
C 1.2510 0.4875 -2.1722
H 1.9358 1.2521 -2.3540
H -1.7724 -0.6826 4.2345
*
```



Going by the energies, (b) is most stable and the next is 11.4 kcal/mol up.



(a)
# C2H5N3O3

C2H5N3O3 in the gas phase (the ωB97M-V functional and the def2-TZVPD basis, the OMol25 dataset).

```
! RIJCOSX wB97M-V def2-TZVPD def2/J DEFGRID3
* xyz 0 1
C 0.3469 -1.4699 -1.6252
H -0.2472 2.3495 0.0157
C -0.1847 0.2321 1.1152
N 0.9515 -0.5848 -0.8096
O -0.1104 0.2235 -0.2624
H 0.7503 -1.3519 1.1615
H 1.2997 -1.8367 -2.0075
O -1.2234 2.1216 0.1443
O -0.7202 -1.9666 -1.7236
N -1.1661 1.1696 1.4163
H 1.4748 0.0775 -1.5523
N 0.4020 -0.6367 1.8239
H -1.5732 1.6730 2.3036
*
```



(b)
# C2H5N3O3

2 unconnected molecules or ions with the total composition C2H5N3O3 (the ωB97M-V functional and the def2-TZVPD basis, the OMol25 dataset).

```
! RIJCOSX wB97M-V def2-TZVPD def2/J DEFGRID3
* xyz 0 1
N 0.5123 -0.7116 -2.2879
N -1.3384 1.6228 -0.0235
O 0.3708 0.4997 0.9066
O -1.4205 -0.5973 0.0376
H -2.2191 1.3774 -0.4128
H 1.7540 -0.3563 2.1434
H 0.3693 -1.3862 2.0219
O 0.7330 -1.7477 -2.7612
H -0.7759 2.4349 -0.0658
H 1.5738 -1.2209 0.7296
C -0.8295 0.4321 0.2744
C 0.9654 -0.7001 1.4814
N 0.3048 0.3533 -2.0439
*
```



Going by the energies, (b) is most stable and the next is 93.8 kcal/mol up.



(a)
# C2H2ClNO

2 unconnected molecules or ions with the total composition C2H2ClNO (the ωB97M-V functional and the def2-TZVPD basis, the OMol25 dataset).

```
! RIJCOSX wB97M-V def2-TZVPD def2/J DEFGRID3
* xyz 0 1
C 2.0536 -0.5277 -0.5223
N -1.1418 0.4825 0.2909
O 2.4862 -0.9533 0.4392
Cl 0.6426 1.4447 0.2424
H -1.6295 1.0304 0.9818
C -1.4893 -0.4724 -0.3447
H -0.9218 -1.0043 -1.0872
*
```



(b)
# C2H2ClNO

2 unconnected molecules or ions with the total composition C2H2ClNO (the ωB97M-V functional and the def2-TZVPD basis, the OMol25 dataset).

```
! RIJCOSX wB97M-V def2-TZVPD def2/J DEFGRID3
* xyz 0 1
Cl 2.6431 0.1977 0.2106
H 0.9863 -0.5205 -1.4820
C -2.0310 -0.3307 -0.2183
O -2.7468 0.2743 0.4345
N -0.0373 0.1323 0.2766
C 0.9548 -0.1707 -0.3925
H 0.2308 0.4175 1.1709
*
```



Going by the energies, (b) is most stable and the next is 48.0 kcal/mol up.



(a)
# C5H8FN

C5H8FN in the gas phase (the ωB97M-V functional and the def2-TZVPD basis, the OMol25 dataset).

```
! RIJCOSX wB97M-V def2-TZVPD def2/J DEFGRID3
* xyz 0 1
C 0.5732 0.1192 1.2982
C -0.8864 1.3597 -0.7676
H -1.6989 2.0128 -0.4909
C -0.0601 -1.2446 -0.5888
H 1.4716 0.5754 1.8471
H 1.1244 0.8547 -0.5422
N 0.6742 -1.1891 0.6367
F -0.5095 1.6223 -2.0373
H 1.6195 -1.6229 0.5235
H -0.6181 -2.1333 -0.6405
H 0.4265 -1.1803 -1.5613
C -0.9155 -0.1073 -0.4321
C 0.2886 0.9550 0.0885
H -1.3224 -0.2397 0.6141
H -0.1670 0.2182 2.0526
*
```



(b)
# C5H8FN

A molecular structure, C5H8FN (the ωB97M-V functional and the def2-TZVPD basis, the OMol25 dataset).

```
! RIJCOSX wB97M-V def2-TZVPD def2/J DEFGRID3
* xyz 0 1
C 0.3406 -0.8356 0.5010
H -1.2490 2.0193 -0.6179
H 2.3382 -1.9645 -0.3476
N 0.7870 1.3193 -0.2440
H 0.0256 -1.5150 1.2274
H 1.5230 -0.7656 -1.5713
H -1.0490 1.2985 1.0521
C -0.9367 -0.2606 -0.2888
H 1.5920 2.3919 -0.4649
H 1.9033 0.3864 1.4709
C 1.5326 -1.1005 -0.4617
C -0.6704 1.2191 0.0765
C 1.3640 0.1271 0.5071
H -0.8288 -0.6684 -1.2847
F -2.1716 -0.5906 0.0265
*
```



Going by the energies, (a) is most stable and the next is 5.1 kcal/mol up.



(a)
# C4H12OS

2 unconnected molecules or ions with the total composition C4H12OS (the ωB97M-V functional and the def2-TZVPD basis, the OMol25 dataset).

```
! RIJCOSX wB97M-V def2-TZVPD def2/J DEFGRID3
* xyz 0 1
H -2.6020 -0.5425 -5.5022
H 5.2377 -1.1179 5.0563
H 3.0562 0.5316 5.8420
H -4.3183 -0.2588 -3.5267
H -4.5992 1.4150 -4.2546
H 2.7440 -1.9102 4.8409
H -1.8398 1.2078 -3.5168
C -4.3446 0.3658 -4.4127
C 3.6604 0.0256 5.0505
C 2.8362 -0.9562 4.3043
H 3.0551 -1.0720 3.2267
H 1.8319 -0.4588 4.1415
S -1.7830 1.5558 -4.8434
H -3.3723 0.7382 -6.3016
C -3.1340 0.3815 -5.2922
H -5.2251 -0.1071 -4.9218
H 4.0125 0.8066 4.3831
O 4.7842 -0.6044 5.7264
*
```



(b)
# C4H12OS

2 unconnected molecules or ions with the total composition C4H12OS (the ωB97M-V functional and the def2-TZVPD basis, the OMol25 dataset).

```
! RIJCOSX wB97M-V def2-TZVPD def2/J DEFGRID3
* xyz 0 1
C 0.0745 1.9692 1.6284
H -2.3980 -0.8656 -1.4060
H 0.3341 2.4811 2.5552
H -0.1006 -2.6934 -1.0994
C 1.9888 2.0686 -0.4292
C -0.4350 -1.6651 -0.9203
O -2.4493 -2.9260 -1.2964
H 0.0661 -1.3666 -0.0140
H -2.2531 -1.5435 0.2343
H 1.5123 3.0410 -0.4115
H -0.0942 -1.0909 -1.7766
H -0.7447 1.2865 1.8523
H 1.6619 1.5575 -1.3399
H 3.0648 2.1711 -0.4501
H -0.3066 2.6695 0.8876
S 1.4861 1.0425 0.9867
H -3.3811 -2.9845 -1.0748
C -1.9591 -1.6699 -0.8153
*
```



(c)
# C4H12OS

2 unconnected molecules or ions with the total composition C4H12OS (the ωB97M-V functional and the def2-TZVPD basis, the OMol25 dataset).

```
! RIJCOSX wB97M-V def2-TZVPD def2/J DEFGRID3
* xyz 0 1
H 0.9583 0.6162 -0.5399
H -2.5129 -0.7075 -3.5015
H -3.1537 -0.2957 -2.1681
S 2.0702 -1.2718 0.5340
H -2.2631 1.1980 1.0533
C -0.4825 -0.0965 0.8743
H -1.4074 1.3191 -0.4969
H 3.4812 -0.0492 2.1241
H 2.5826 0.9743 1.0167
H 4.0325 0.1119 0.4884
H -0.1688 0.3718 1.8106
C 0.6217 -0.3449 -0.1440
C -1.7005 0.6469 0.3048
H -0.7544 -1.1038 1.2101
C 3.1283 0.0339 1.0947
H 0.3052 -1.0017 -0.9493
H -2.4011 -0.1105 -0.0483
O -2.3356 -0.2904 -2.6629
*
```



Going by the energies, (c) is most stable and the next is 9.5 kcal/mol up.